i.
DFT (ωB97M-V/def2-TZVPD) results for C15H21NO4 in the gas phase.

Element x y z (Å)
C  -2.18  -1.41  -3.17
C  -1.36  -1.59  -1.90
C  -2.26  -1.83  -0.69
C  -0.45  -0.36  -1.67
O  0.52  -0.65  -0.65
C  1.68  -1.20  -1.04
O  1.96  -1.47  -2.18
C  2.57  -1.41  0.10
C  3.83  -1.95  0.14
C  4.23  -1.91  1.49
C  3.19  -1.35  2.17
O  2.19  -1.04  1.34
C  -1.27  0.87  -1.24
O  -1.95  1.48  -2.04
N  -1.17  1.17  0.06
C  -1.85  2.28  0.68
C  -0.85  3.22  1.37
C  -0.83  2.75  2.82
C  -2.30  2.46  3.09
C  -2.79  1.79  1.80
H  -2.76  -0.49  -3.11
H  -2.86  -2.24  -3.29
H  -1.53  -1.35  -4.04
H  -0.70  -2.45  -2.02
H  -1.67  -1.90  0.22
H  -2.80  -2.77  -0.81
H  -2.98  -1.03  -0.58
H  0.07  -0.13  -2.60
H  4.38  -2.33  -0.70
H  5.16  -2.25  1.89
H  3.06  -1.12  3.21
H  -0.56  0.61  0.64
H  -2.39  2.78  -0.13
H  0.13  3.18  0.89
H  -1.21  4.25  1.32
H  -0.42  3.50  3.50
H  -0.23  1.84  2.92
H  -2.83  3.39  3.26
H  -2.45  1.82  3.97
H  -2.72  0.71  1.88
H  -3.83  2.04  1.59

As for the spin multiplicity: 1. Its structure (SMILES) is CC(C)[C@H](OC(=O)c1ccco1)C(=O)NC1CCCC1. The total charge is 0.

Atom charges from the natural (NBO) analysis, given in e for atoms 1 to 6: number 1, C, carries -0.614; number 2, C, carries -0.221; number 3, C, carries -0.616; number 4, C, carries 0.002; number 5, O, carries -0.517; number 6, C, carries 0.756

---

ii.
DFT (ωB97M-V/def2-TZVPD) results for C15H21NO4 in the gas phase.

Element x y z (Å)
O  -2.53  3.60  -1.30
C  -2.42  2.60  -0.32
C  -0.92  2.53  0.08
C  -0.77  1.46  1.17
C  0.35  0.42  0.85
C  1.70  1.12  0.61
O  2.59  0.16  0.05
C  1.47  2.30  -0.40
O  2.48  2.33  -1.40
C  0.06  2.20  -1.04
O  0.01  3.17  -2.07
C  -0.17  0.73  -1.52
N  0.00  -0.23  -0.43
C  -0.95  -1.34  -0.36
C  -0.34  -2.54  0.32
C  0.68  -3.21  -0.34
C  1.18  -4.42  0.14
C  0.72  -4.93  1.35
C  -0.24  -4.23  2.12
C  -0.74  -3.02  1.58
H  -1.67  3.60  -1.83
H  -3.02  2.87  0.57
H  -2.81  1.67  -0.66
H  -0.68  3.55  0.47
H  -1.69  0.90  1.29
H  -0.58  1.97  2.14
H  0.38  -0.29  1.68
H  2.12  1.50  1.51
H  1.94  -0.40  -0.46
H  1.61  3.24  0.16
H  3.05  1.54  -1.26
H  0.93  3.26  -2.41
H  0.53  0.47  -2.30
H  -1.18  0.71  -1.99
H  -1.80  -0.95  0.21
H  -1.31  -1.62  -1.38
H  0.98  -2.81  -1.33
H  1.98  -4.91  -0.37
H  1.12  -5.89  1.68
H  -0.58  -4.67  3.03
H  -1.47  -2.46  2.16

As for the spin multiplicity: 1. Its structure (SMILES) is OC[C@H]1C[C@@H]2[C@@H](O)[C@@H](O)[C@@]1(O)CN2Cc1ccccc1. The total charge is 0.

Atom charges from the natural (NBO) analysis, given in e for atoms 1 to 6: number 1, O, carries -0.748; number 2, C, carries -0.047; number 3, C, carries -0.263; number 4, C, carries -0.431; number 5, C, carries -0.051; number 6, C, carries 0.055

---

Short version: i is the most stable of them.

---

i.
DFT (ωB97M-V/def2-TZVPD) results for a molecular structure, C3H9N2O.

Element x y z (Å)
C  -0.19  -0.09  -1.10
C  0.86  -0.51  0.54
C  -1.23  0.79  -0.42
N  0.52  -1.61  1.12
N  1.71  0.40  0.86
O  0.16  0.37  -2.50
H  -0.58  -1.11  -1.32
H  -1.17  1.90  -0.66
H  -1.10  0.47  0.61
H  -2.29  0.62  -0.76
H  -0.24  -2.12  0.73
H  1.04  -1.96  1.91
H  0.36  1.37  -2.36
H  1.89  1.16  0.22
H  2.03  0.72  1.80

As for the spin multiplicity: 1. The total charge is +1.

Atom charges from the natural (NBO) analysis, given in e for atoms 1 to 6: number 1, C, carries 0.160; number 2, C, carries 0.532; number 3, C, carries -0.696; number 4, N, carries -0.735; number 5, N, carries -0.749; number 6, O, carries -0.642

---

ii.
DFT (ωB97M-V/def2-TZVPD) results for a gas-phase ion, C3H9N2O (charge +1).

Element x y z (Å)
N  -1.95  -1.38  0.84
C  -0.75  -0.83  0.59
O  0.15  -0.82  1.36
C  -0.47  -0.16  -0.75
C  0.52  0.98  -0.70
N  1.85  0.76  0.16
H  -2.87  -1.23  0.46
H  -2.12  -1.71  1.82
H  -1.39  0.27  -1.31
H  -0.14  -0.94  -1.49
H  0.01  1.83  -0.18
H  0.72  1.24  -1.67
H  2.39  1.64  0.23
H  2.46  0.15  -0.41
H  1.59  0.21  1.05

As for the spin multiplicity: 1. Its structure (SMILES) is NC(=O)CC[NH3+]. The total charge is +1.

Atom charges from the natural (NBO) analysis, given in e for atoms 1 to 6: number 1, N, carries -0.801; number 2, C, carries 0.695; number 3, O, carries -0.641; number 4, C, carries -0.535; number 5, C, carries -0.191; number 6, N, carries -0.720

---

iii.
DFT (ωB97M-V/def2-TZVPD) results for a gas-phase ion, C3H9N2O (charge +1).

Element x y z (Å)
N  0.39  0.25  2.21
C  -0.14  -0.03  1.00
O  -1.25  0.34  0.66
C  0.77  -0.71  -0.03
C  0.19  -0.66  -1.44
N  -0.13  0.75  -1.87
H  1.26  -0.16  2.49
H  -0.24  0.60  2.90
H  0.77  -1.77  0.25
H  1.81  -0.41  -0.05
H  -0.68  -1.26  -1.69
H  0.94  -1.07  -2.12
H  -0.95  0.78  -2.46
H  0.67  1.20  -2.30
H  -0.37  1.37  -1.08

As for the spin multiplicity: 1. Its structure (SMILES) is NC(=O)CC[NH3+]. The total charge is +1.

Atom charges from the natural (NBO) analysis, given in e for atoms 1 to 6: number 1, N, carries -0.784; number 2, C, carries 0.668; number 3, O, carries -0.640; number 4, C, carries -0.544; number 5, C, carries -0.215; number 6, N, carries -0.674

---

Short version: iii is the most stable of them.

---

i.
DFT (ωB97M-V/def2-TZVPD) results for C20H23N3O3 in the gas phase.

Element x y z (Å)
C  -8.09  -0.26  0.32
O  -7.03  0.62  0.60
C  -5.77  0.27  0.23
C  -5.43  -0.92  -0.42
C  -4.11  -1.16  -0.71
C  -3.07  -0.28  -0.37
C  -1.73  -0.80  -0.57
N  -0.76  -0.49  0.20
N  0.47  -1.03  0.06
C  1.00  -1.84  -0.88
O  0.40  -2.33  -1.82
C  2.49  -2.15  -0.63
N  3.14  -1.20  0.23
C  3.89  -1.75  1.35
C  4.23  -0.66  2.35
C  5.11  0.37  1.66
C  4.48  0.83  0.38
C  4.82  2.06  -0.15
C  4.26  2.53  -1.33
C  3.33  1.74  -1.99
C  2.97  0.51  -1.47
C  3.54  0.03  -0.29
C  -3.44  0.96  0.20
O  -2.63  2.02  0.46
C  -1.43  2.21  -0.26
C  -4.77  1.19  0.51
H  -8.98  0.22  0.70
H  -7.95  -1.23  0.82
H  -8.20  -0.43  -0.76
H  -6.17  -1.65  -0.69
H  -3.84  -2.09  -1.18
H  -1.64  -1.54  -1.36
H  1.12  -0.68  0.76
H  2.97  -2.23  -1.61
H  2.52  -3.14  -0.17
H  4.81  -2.24  1.00
H  3.26  -2.52  1.82
H  3.30  -0.18  2.69
H  4.73  -1.09  3.21
H  6.09  -0.08  1.44
H  5.29  1.22  2.31
H  5.55  2.67  0.37
H  4.55  3.49  -1.73
H  2.88  2.09  -2.90
H  2.24  -0.07  -2.00
H  -1.54  1.90  -1.30
H  -1.24  3.29  -0.22
H  -0.60  1.67  0.19
H  -5.04  2.13  0.96

As for the spin multiplicity: 1. Its structure (SMILES) is COc1ccc(/C=N/NC(=O)CN2CCCc3ccccc32)c(OC)c1. The total charge is 0.

Atom charges from the natural (NBO) analysis, given in e for atoms 1 to 6: number 1, C, carries -0.252; number 2, O, carries -0.488; number 3, C, carries 0.340; number 4, C, carries -0.365; number 5, C, carries -0.075; number 6, C, carries -0.230

---

ii.
DFT (ωB97M-V/def2-TZVPD) results for C20H23N3O3 in the gas phase.

Element x y z (Å)
C  -5.39  -2.26  0.20
C  -4.67  -1.71  1.44
O  -3.68  -0.77  1.10
C  -4.03  0.40  0.51
C  -5.27  1.02  0.64
C  -5.50  2.26  0.08
C  -4.50  2.91  -0.63
C  -3.27  2.30  -0.78
C  -3.03  1.05  -0.23
N  -1.79  0.40  -0.42
C  -0.55  0.96  0.08
C  0.54  0.07  -0.53
C  1.72  -0.10  0.42
O  1.69  0.34  1.56
N  2.79  -0.78  -0.05
C  2.95  -1.32  -1.37
C  3.90  -1.04  0.86
C  5.08  -0.17  0.53
C  5.02  1.21  0.70
C  6.11  1.98  0.36
C  7.23  1.34  -0.15
N  7.30  0.03  -0.32
C  6.26  -0.70  0.01
C  -0.20  -1.25  -0.81
C  -1.67  -0.85  -0.93
O  -2.54  -1.52  -1.42
H  -4.64  -2.54  -0.54
H  -5.98  -3.13  0.47
H  -6.04  -1.51  -0.24
H  -5.39  -1.29  2.16
H  -4.12  -2.51  1.93
H  -6.06  0.55  1.20
H  -6.46  2.73  0.20
H  -4.68  3.88  -1.06
H  -2.49  2.78  -1.35
H  -0.45  2.01  -0.20
H  -0.52  0.89  1.18
H  0.88  0.52  -1.47
H  2.66  -2.37  -1.40
H  4.01  -1.25  -1.65
H  2.37  -0.77  -2.11
H  3.54  -0.81  1.87
H  4.16  -2.10  0.80
H  4.12  1.65  1.11
H  6.10  3.05  0.48
H  8.11  1.90  -0.44
H  6.37  -1.77  -0.14
H  0.13  -1.77  -1.70
H  -0.12  -1.93  0.04

As for the spin multiplicity: 1. Its structure (SMILES) is CCOc1ccccc1N1C[C@@H](C(=O)N(C)Cc2cccnc2)CC1=O. The total charge is 0.

Atom charges from the natural (NBO) analysis, given in e for atoms 1 to 6: number 1, C, carries -0.650; number 2, C, carries -0.057; number 3, O, carries -0.511; number 4, C, carries 0.388; number 5, C, carries -0.301; number 6, C, carries -0.192

---

Short version: ii is the most stable of them.

---

i.
DFT (ωB97M-V/def2-TZVPD) results for 2 unconnected molecules or ions with the total composition C2H5N3.

Element x y z (Å)
C  -2.02  -0.09  0.08
C  0.31  0.00  -0.41
N  -3.15  0.10  0.13
N  0.79  1.21  0.15
N  0.93  -1.14  0.15
H  0.13  -0.17  -1.50
H  0.56  2.08  -0.36
H  0.67  1.27  1.13
H  1.07  -1.35  1.11
H  0.71  -1.90  -0.48

As for the spin multiplicity: 1. The total charge is 0.

Atom charges from the natural (NBO) analysis, given in e for atoms 1 to 6: number 1, C, carries -0.095; number 2, C, carries 0.366; number 3, N, carries -0.543; number 4, N, carries -0.789; number 5, N, carries -0.783; number 6, H, carries 0.238

---

ii.
DFT (ωB97M-V/def2-TZVPD) results for C2H5N3 in the gas phase.

Element x y z (Å)
H  2.26  -1.23  0.05
N  2.39  -0.20  -0.13
C  1.25  0.41  0.02
N  -0.04  -0.23  0.26
C  -1.23  0.37  0.03
N  -2.41  -0.15  -0.12
H  -2.27  -1.23  -0.33
H  1.23  1.54  -0.29
H  0.14  -1.20  0.10
H  -1.02  1.44  0.15

As for the spin multiplicity: 1. Its structure (SMILES) is [H]/N=C\N/C=N\[H]. The total charge is 0.

Atom charges from the natural (NBO) analysis, given in e for atoms 1 to 6: number 1, H, carries 0.320; number 2, N, carries -0.638; number 3, C, carries 0.272; number 4, N, carries -0.630; number 5, C, carries 0.281; number 6, N, carries -0.661

---

iii.
DFT (ωB97M-V/def2-TZVPD) results for C2H5N3 in the gas phase.

Element x y z (Å)
H  1.08  -1.28  0.25
N  1.91  -0.74  -0.16
C  1.38  0.45  -0.16
N  0.00  0.82  0.02
C  -1.06  -0.23  0.26
N  -2.27  0.00  -0.30
H  -2.83  -0.95  -0.30
H  2.23  1.27  -0.25
H  -0.01  1.91  0.29
H  -0.43  -1.25  0.35

As for the spin multiplicity: 1. Its structure (SMILES) is [H]/N=C\N/C=N/[H]. The total charge is 0.

Atom charges from the natural (NBO) analysis, given in e for atoms 1 to 6: number 1, H, carries 0.290; number 2, N, carries -0.649; number 3, C, carries 0.261; number 4, N, carries -0.692; number 5, C, carries 0.247; number 6, N, carries -0.592

---

Short version: ii is the most stable of them.

---

i.
DFT (ωB97M-V/def2-TZVPD) results for a gas-phase ion, C2H5O3S (charge -1).

Element x y z (Å)
C  -0.45  -0.22  0.54
C  0.62  0.16  -0.48
O  2.89  -1.06  -0.74
O  2.73  1.08  0.52
O  0.56  1.54  -0.59
S  2.20  -0.31  0.32
H  -0.64  0.50  1.36
H  -1.48  -0.26  0.02
H  -0.18  -1.31  0.87
H  0.51  -0.40  -1.63
H  1.35  1.70  -0.01

As for the spin multiplicity: 1. The total charge is -1.

Atom charges from the natural (NBO) analysis, given in e for atoms 1 to 6: number 1, C, carries -0.656; number 2, C, carries -0.152; number 3, O, carries -1.058; number 4, O, carries -1.062; number 5, O, carries -0.772; number 6, S, carries 1.451

---

ii.
DFT (ωB97M-V/def2-TZVPD) results for a molecular structure, C2H5O3S.

Element x y z (Å)
C  -1.30  0.73  0.13
C  -0.39  -0.29  -0.41
O  2.19  -1.31  0.09
O  -0.48  -1.50  0.31
O  2.63  1.19  0.34
S  1.99  0.07  -0.48
H  -0.89  1.82  0.19
H  -2.20  0.92  -0.36
H  -1.63  0.49  1.24
H  -0.47  -0.53  -1.43
H  0.53  -1.59  0.38

As for the spin multiplicity: 1. The total charge is -1.

Atom charges from the natural (NBO) analysis, given in e for atoms 1 to 6: number 1, C, carries -0.659; number 2, C, carries -0.079; number 3, O, carries -1.030; number 4, O, carries -0.780; number 5, O, carries -1.008; number 6, S, carries 1.332

---

iii.
DFT (ωB97M-V/def2-TZVPD) results for a gas-phase ion, C2H5O3S (charge -1).

Element x y z (Å)
C  -1.40  -0.37  0.43
C  -0.13  0.09  -0.34
O  2.16  -0.97  -1.20
O  2.21  0.48  0.84
O  -0.02  1.49  -0.07
S  1.57  -0.72  0.17
H  -2.20  0.36  0.53
H  -1.73  -1.16  -0.16
H  -1.19  -0.70  1.45
H  -0.23  -0.15  -1.47
H  0.96  1.64  -0.18

As for the spin multiplicity: 1. The total charge is -1.

Atom charges from the natural (NBO) analysis, given in e for atoms 1 to 6: number 1, C, carries -0.640; number 2, C, carries -0.115; number 3, O, carries -1.061; number 4, O, carries -1.060; number 5, O, carries -0.757; number 6, S, carries 1.400

---

Short version: iii is the most stable of them.

---

i.
DFT (ωB97M-V/def2-TZVPD) results for a gas-phase ion, C8H12N4 (charge +2).

Element x y z (Å)
N  2.94  -1.46  -0.37
C  1.85  -0.76  0.36
N  2.01  0.64  0.11
C  1.40  1.73  0.01
C  -0.04  2.29  0.21
C  -0.71  0.67  0.51
C  -2.13  0.85  0.37
N  -3.09  0.03  -0.07
C  -2.74  -1.15  -0.67
C  -1.45  -1.48  -0.75
C  -0.34  -0.77  -0.12
N  0.70  -1.54  0.05
H  2.64  -2.44  -0.61
H  3.73  -1.52  0.30
H  3.16  -0.91  -1.28
H  2.08  -0.74  1.42
H  2.07  2.57  0.06
H  -0.59  2.78  -0.50
H  0.03  2.63  1.26
H  -0.51  0.55  1.55
H  -2.53  1.87  0.64
H  -4.00  0.53  -0.27
H  -3.45  -1.87  -1.17
H  -1.00  -2.51  -1.04

As for the spin multiplicity: 1. Its structure (SMILES) is [NH3+][C@H]1N=CC[C@H]2C=[NH+]C=CC2=N1. The total charge is +2.

Atom charges from the natural (NBO) analysis, given in e for atoms 1 to 6: number 1, N, carries -0.693; number 2, C, carries 0.196; number 3, N, carries -0.469; number 4, C, carries 0.208; number 5, C, carries -0.351; number 6, C, carries -0.416

---

ii.
DFT (ωB97M-V/def2-TZVPD) results for a gas-phase ion, C8H12N4 (charge +2).

Element x y z (Å)
C  1.21  1.50  1.14
N  1.54  0.47  0.21
C  2.79  -0.01  -0.01
C  2.73  -0.98  -0.97
C  1.43  -1.08  -1.31
N  0.69  -0.21  -0.58
N  -0.62  0.14  -0.72
C  -1.24  1.26  -1.31
C  -2.58  1.15  -1.18
C  -2.78  0.00  -0.43
N  -1.68  -0.57  -0.13
C  -1.43  -1.67  0.78
H  1.33  2.49  0.87
H  0.07  1.45  1.33
H  1.77  1.41  2.11
H  3.67  0.56  0.32
H  3.55  -1.48  -1.46
H  0.85  -1.88  -2.00
H  -0.64  2.03  -1.89
H  -3.15  2.13  -1.31
H  -3.81  -0.32  -0.10
H  -2.35  -2.05  1.02
H  -0.78  -2.49  0.31
H  -1.01  -1.28  1.62

As for the spin multiplicity: 1. Its structure (SMILES) is C[n+]1cccn1-n1ccc[n+]1C. The total charge is +2.

Atom charges from the natural (NBO) analysis, given in e for atoms 1 to 6: number 1, C, carries -0.452; number 2, N, carries -0.108; number 3, C, carries 0.111; number 4, C, carries -0.287; number 5, C, carries 0.063; number 6, N, carries -0.006

---

Short version: ii is the most stable of them.